#A
C5H13N2 | the ωB97M-V functional and the def2-TZVPD basis

Its net charge is +1. The calculation puts the lowest unoccupied orbital energy at -0.1554 Ha.

Each line ends with the Löwdin charge.
Positions of all 20 atoms, in Å:
C (1.80, 0.29, 1.34)  -0.098
C (0.55, 0.93, 0.78)  -0.283
C (0.42, 1.31, -0.72)  -0.125
C (-0.09, 0.07, -1.59)  -0.102
N (-1.02, -1.78, 0.68)  0.143
C (-1.82, -1.25, -0.30)  -0.098
N (-1.51, -0.32, -1.21)  0.076
H (1.85, -0.83, 1.22)  0.079
H (2.10, 0.60, 2.34)  0.085
H (2.72, 0.57, 0.82)  0.080
H (0.35, 1.78, 1.42)  0.112
H (-0.24, 0.40, 1.18)  0.047
H (1.37, 1.74, -1.08)  0.120
H (-0.33, 2.13, -0.90)  0.129
H (-0.08, 0.53, -2.58)  0.119
H (0.33, -0.97, -1.62)  0.140
H (0.00, -1.39, 0.88)  0.130
H (-1.24, -2.74, 0.96)  0.140
H (-2.88, -1.24, 0.00)  0.166
H (-2.27, 0.17, -1.61)  0.139

=====

#B
C5H13N2 | the ωB97M-V functional and the def2-TZVPD basis

Its net charge is +1. The calculation puts the lowest unoccupied orbital energy at -0.1740 Ha.

Each line ends with the Löwdin charge.
Positions of all 20 atoms, in Å:
C (-0.82, 0.58, 0.13)  -0.066
C (0.45, -1.65, -0.16)  0.028
C (-0.82, -0.79, -0.07)  -0.208
C (-1.86, 1.60, 0.37)  -0.044
C (-2.15, -1.48, -0.38)  -0.031
N (1.62, -1.16, 0.00)  0.201
N (2.89, 1.25, 0.05)  -0.021
H (0.17, 1.00, 0.09)  0.081
H (0.25, -2.77, -0.12)  0.167
H (-2.70, 1.12, 0.85)  0.087
H (-2.09, 1.92, -0.56)  0.058
H (-1.40, 2.43, 1.03)  0.133
H (-2.36, -1.55, -1.38)  0.058
H (-2.96, -0.78, -0.04)  0.095
H (-1.96, -2.42, 0.17)  0.093
H (1.69, -0.13, 0.06)  0.051
H (2.48, -1.57, 0.06)  0.108
H (3.82, 0.79, 0.15)  0.060
H (3.06, 2.08, 0.68)  0.078
H (2.68, 1.54, -0.93)  0.072

=====

List of relative energies, unit kJ/mol: #A 0.0; #B 42.0

=====

#A
C5H13N2 | the ωB97M-V functional and the def2-TZVPD basis

Its net charge is +1. The calculation puts the lowest unoccupied orbital energy at -0.1455 Ha.

Each line ends with the Löwdin charge.
Positions of all 20 atoms, in Å:
C (-1.43, -0.17, -0.81)  -0.164
C (-1.51, 0.82, 0.35)  -0.170
C (-0.14, 1.52, 0.55)  -0.184
N (1.92, -0.75, -0.54)  0.007
C (2.13, 0.30, 0.41)  -0.137
C (1.01, 0.70, 1.13)  -0.100
N (-0.86, -1.55, -0.54)  0.175
H (-2.32, -0.38, -1.39)  0.127
H (-0.76, 0.27, -1.56)  0.125
H (-1.69, 0.22, 1.25)  0.114
H (-2.37, 1.48, 0.26)  0.123
H (0.04, 2.15, -0.31)  0.119
H (-0.35, 2.12, 1.44)  0.120
H (2.50, -0.74, -1.38)  0.099
H (2.06, -1.63, -0.07)  0.103
H (3.14, 0.69, 0.37)  0.111
H (0.77, 0.34, 2.13)  0.108
H (-1.08, -2.20, -1.29)  0.166
H (-1.22, -1.82, 0.38)  0.162
H (0.16, -1.36, -0.37)  0.095

=====

#B
C5H13N2 | the ωB97M-V functional and the def2-TZVPD basis

Its net charge is +1. The calculation puts the lowest unoccupied orbital energy at -0.1151 Ha.

Each line ends with the Löwdin charge.
Positions of all 20 atoms, in Å:
C (0.83, 1.20, -1.68)  0.004
C (0.63, 2.29, -0.72)  -0.022
C (-1.16, -2.22, 0.01)  -0.186
C (0.05, -1.54, 0.36)  -0.160
C (-0.35, 0.34, 0.61)  -0.289
N (-0.26, 0.68, 1.97)  0.081
N (0.62, 0.92, -0.25)  -0.097
H (-0.12, 0.97, -2.18)  0.147
H (1.81, 1.00, -2.10)  0.146
H (1.51, 2.87, -0.50)  0.141
H (-0.31, 2.75, -0.75)  0.130
H (-0.96, -3.36, -0.25)  0.131
H (-1.53, -1.76, -0.95)  0.090
H (-1.95, -2.41, 0.77)  0.087
H (0.85, -1.53, -0.49)  0.123
H (0.48, -1.80, 1.32)  0.085
H (-1.36, 0.44, 0.02)  0.188
H (0.64, 0.25, 2.39)  0.142
H (-1.00, 0.26, 2.43)  0.065
H (1.59, 0.67, -0.01)  0.193

=====

List of relative energies, unit kJ/mol: #A 15.1; #B 0.0

=====

#A
C5H13N2 | the ωB97M-V functional and the def2-TZVPD basis

Its net charge is +1. The calculation puts the lowest unoccupied orbital energy at -0.1327 Ha.

Each line ends with the Löwdin charge.
Positions of all 20 atoms, in Å:
C (1.44, 0.16, 1.73)  -0.109
C (1.20, 0.48, 0.25)  -0.236
C (-0.28, 0.41, 0.05)  -0.146
C (-0.80, -0.32, -0.99)  -0.101
N (-2.17, -0.52, -1.30)  -0.057
C (-2.48, -1.36, -2.46)  -0.121
N (2.57, 1.13, 2.33)  0.198
H (0.51, 0.12, 2.34)  0.131
H (1.79, -0.86, 1.74)  0.116
H (1.70, 1.63, 0.03)  0.160
H (1.74, -0.16, -0.47)  0.118
H (-0.78, 0.81, 0.89)  0.082
H (-0.11, -0.51, -1.78)  0.110
H (-2.79, -0.38, -0.54)  0.112
H (-3.43, -1.98, -2.22)  0.112
H (-2.60, -0.94, -3.48)  0.079
H (-1.69, -2.08, -2.74)  0.074
H (3.39, 0.49, 2.57)  0.199
H (2.25, 1.44, 3.19)  0.113
H (2.78, 1.96, 1.73)  0.166

=====

#B
C5H13N2 | the ωB97M-V functional and the def2-TZVPD basis

Its net charge is +1. The calculation puts the lowest unoccupied orbital energy at -0.1148 Ha.

Each line ends with the Löwdin charge.
Positions of all 20 atoms, in Å:
C (0.37, -1.12, 2.07)  -0.025
C (0.39, -0.25, 0.82)  -0.296
C (-0.87, -0.33, -0.11)  -0.122
C (-0.35, -0.05, -1.46)  -0.401
C (-0.59, -0.77, -2.57)  0.100
N (0.31, 1.26, -1.59)  0.046
N (0.38, 1.18, 1.36)  0.172
H (-0.66, -1.53, 2.32)  0.118
H (0.74, -0.55, 2.89)  0.067
H (1.03, -1.99, 1.90)  0.101
H (1.25, -0.16, 0.16)  0.143
H (-1.40, -1.32, -0.13)  0.145
H (-1.67, 0.23, 0.39)  0.133
H (-1.21, -1.66, -2.68)  0.081
H (-0.23, -0.45, -3.54)  0.078
H (1.31, 1.18, -1.71)  0.092
H (-0.05, 1.72, -2.42)  0.103
H (-0.34, 1.44, 2.04)  0.173
H (1.23, 1.50, 1.83)  0.168
H (0.37, 1.66, 0.44)  0.125

=====

#C
C5H13N2 | the ωB97M-V functional and the def2-TZVPD basis

Its net charge is +1. The calculation puts the lowest unoccupied orbital energy (spin up / spin down) at -0.1633 / -0.1633 Ha.

Each line ends with the Löwdin charge.
Positions of all 20 atoms, in Å:
C (2.90, 0.34, -0.14)  0.148
C (-1.99, -0.87, -0.53)  -0.034
C (-0.71, 1.33, -0.57)  -0.027
C (0.98, -1.07, -0.17)  -0.045
C (-1.09, 0.07, 0.13)  -0.391
N (1.91, -0.24, 0.51)  -0.013
N (-1.11, 0.28, 1.50)  0.149
H (3.53, 0.89, 0.38)  0.051
H (2.95, 0.37, -1.18)  0.093
H (-3.11, -0.60, -0.67)  0.155
H (-1.64, -0.90, -1.49)  0.055
H (-2.12, -1.86, -0.19)  0.080
H (-0.49, 1.00, -1.53)  0.079
H (0.02, 1.87, 0.06)  0.103
H (-1.57, 1.90, -0.59)  0.083
H (1.33, -1.25, -1.21)  0.099
H (0.73, -1.97, 0.28)  0.057
H (-0.60, 1.04, 1.88)  0.102
H (1.83, -0.09, 1.47)  0.134
H (-1.74, -0.26, 2.07)  0.122

=====

#D
C5H13N2 | the ωB97M-V functional and the def2-TZVPD basis

Its net charge is +1. The calculation puts the lowest unoccupied orbital energy at -0.1171 Ha.

Each line ends with the Löwdin charge.
Positions of all 20 atoms, in Å:
C (-0.55, -0.58, -0.53)  -0.296
C (0.39, -0.76, 0.54)  -0.177
C (0.14, 0.64, 0.01)  -0.431
C (-1.88, -0.94, -0.28)  -0.065
C (-0.61, 1.70, 0.69)  -0.006
N (1.75, -1.24, 0.25)  0.204
N (1.29, 1.09, -0.75)  0.086
H (-0.17, -0.83, -1.51)  0.160
H (-0.01, -1.20, 1.43)  0.166
H (-2.26, -0.51, 0.70)  0.111
H (-2.16, -1.95, -0.16)  0.086
H (-2.59, -0.43, -1.00)  0.131
H (-0.13, 2.14, 1.61)  0.115
H (-1.58, 1.20, 0.77)  0.074
H (-0.70, 2.66, 0.05)  0.127
H (1.77, -2.12, -0.29)  0.186
H (2.17, -1.40, 1.13)  0.147
H (1.38, 0.90, -1.72)  0.089
H (2.24, -0.43, -0.31)  0.182
H (1.51, 2.07, -0.65)  0.109

=====

List of relative energies, unit kJ/mol: #A 122.1; #B 0.0; #C 211.9; #D 36.2